The ion C4H9N2 with charge +1, computed with the ωB97M-V functional and the def2-TZVPD basis.

XYZ file:
```
15
Properties=species:S:1:pos:R:3:mulliken_charge:R:1
C -2.183 0.687 -0.233 -0.91
C -0.985 -0.114 0.083 0.59
N 0.229 -0.113 0.526 0.01
C 1.589 0.558 0.583 -0.31
N 2.317 0.111 -0.452 -0.40
C -0.431 -1.473 0.132 -0.45
H -2.198 1.819 0.092 0.30
H -3.059 0.300 0.094 0.36
H -2.122 0.510 -1.328 0.27
H 1.971 0.273 1.565 0.32
H 1.493 1.622 0.543 0.30
H 2.972 -0.565 -0.535 0.20
H 1.891 0.166 -1.373 0.21
H -0.705 -2.243 0.859 0.26
H -0.077 -1.932 -0.781 0.25
```

Its total charge is +1. Its SMILES is CC1=[N+](CN)C1. Its LUMO energy is -4.201 eV. The value obtained for the HOMO-LUMO gap is 10.0611 eV. For the HOMO energy, the calculation gives -14.3 eV. As for the multiplicity: 1.

---

A cluster of 2 separate species, C2H3NO in total, computed with the ωB97M-V functional and the def2-TZVPD basis.

XYZ file:
```
7
Properties=species:S:1:pos:R:3:mulliken_charge:R:1
C 2.139 -0.014 -0.052 0.07
C -1.054 0.049 -0.001 -0.40
N 3.177 -0.463 -0.006 -0.25
O -0.079 0.949 0.016 -0.23
H -1.185 -0.469 -0.966 0.26
H -1.983 0.626 0.179 0.29
H -1.015 -0.679 0.831 0.26
```

Its total charge is 0. Its LUMO energy (alpha / beta) is -4.170 / -4.168 eV. The value obtained for the HOMO-LUMO gap (alpha / beta) is 7.1023 / 7.0937 eV. For the HOMO energy (alpha / beta), the calculation gives -11.3 / -11.3 eV. As for the multiplicity: 1.

---

A cluster of 2 separate species, C6H11N5 in total, computed with the ωB97M-V functional and the def2-TZVPD basis.

XYZ file:
```
22
Properties=species:S:1:pos:R:3:mulliken_charge:R:1
C -2.041 -3.535 2.611 -0.31
C -2.078 -3.602 4.082 -0.08
C -1.764 -6.882 3.162 0.32
C -1.719 -5.547 3.225 0.21
C 3.266 10.179 -6.343 -0.15
C -1.780 -5.355 5.765 -0.74
N -1.821 -4.727 2.164 -0.47
N -1.928 -8.027 3.139 -0.06
N 3.098 8.438 -8.044 -0.39
N 3.610 8.878 -6.902 0.22
N -1.877 -4.830 4.421 0.07
H -2.001 -2.614 1.971 0.36
H -2.273 -2.841 4.791 0.45
H 2.699 10.809 -6.960 0.25
H 3.674 10.465 -5.443 0.29
H -0.805 -5.108 6.215 0.31
H -2.629 -5.048 6.296 0.39
H -1.868 -6.512 5.649 0.23
H -1.649 -8.958 3.380 0.32
H 3.373 7.578 -8.372 0.23
H 2.414 8.980 -8.535 0.25
H 4.098 8.259 -6.274 0.30
```

Its total charge is +2. Its LUMO energy is -6.739 eV. The value obtained for the HOMO-LUMO gap is 7.9892 eV. For the HOMO energy, the calculation gives -14.7 eV. As for the multiplicity: 1.

---

A structure of composition C13H17NO6PS5SbSc, computed with the ωB97M-V functional and the def2-TZVPD basis.

XYZ file:
```
45
Properties=species:S:1:pos:R:3:mulliken_charge:R:1
Sc -1.145 1.684 -0.807 0.70
O 1.574 0.289 2.136 -0.75
C 0.994 0.930 1.275 0.47
O -0.218 0.774 0.855 -0.23
C 1.679 2.116 0.623 0.09
C 2.907 2.641 0.977 -0.71
C 3.271 3.860 0.413 -0.12
C 2.384 4.535 -0.416 -0.70
C 1.170 3.935 -0.701 0.28
N 0.885 2.733 -0.237 0.17
C -0.038 4.597 -1.361 0.30
O 0.105 5.724 -1.827 -0.75
O -1.078 3.876 -1.260 -0.38
H 3.525 2.115 1.691 0.47
H 4.228 4.305 0.661 0.40
H 2.588 5.519 -0.817 0.47
S -3.591 3.569 -4.676 -0.65
Sb -2.956 1.848 -3.317 0.65
S -0.560 1.589 -3.253 -0.55
S -3.594 2.190 -1.003 -0.59
C 1.277 -1.476 -1.247 -0.85
C 1.018 -2.959 -1.429 0.57
C 1.663 -3.791 -0.330 -1.22
O -0.370 -3.311 -1.522 -0.47
P -1.653 -2.704 -0.766 0.26
S -3.092 -4.021 -0.932 -0.57
S -2.063 -0.855 -1.418 -0.09
O -1.058 -2.669 0.734 -0.02
C -1.806 -2.425 1.937 0.50
C -2.884 -1.361 1.817 -1.29
C -0.781 -2.066 2.994 -1.23
H 2.358 -1.301 -1.266 0.49
H 0.888 -1.138 -0.286 -0.18
H 0.810 -0.896 -2.041 0.26
H 1.422 -3.270 -2.394 0.38
H 1.281 -3.471 0.641 0.06
H 2.749 -3.659 -0.348 0.45
H 1.428 -4.849 -0.468 0.33
H -2.277 -3.378 2.194 0.19
H -2.446 -0.381 1.635 0.12
H -3.439 -1.336 2.760 0.46
H -3.579 -1.581 1.008 0.39
H -0.256 -1.155 2.708 0.08
H -0.041 -2.863 3.105 0.33
H -1.279 -1.911 3.956 0.45
```

Its total charge is -2. Its LUMO energy (alpha / beta) is 4.307 / 3.451 eV. The value obtained for the HOMO-LUMO gap (alpha / beta) is 6.4223 / 5.7498 eV. For the HOMO energy (alpha / beta), the calculation gives -2.1 / -2.3 eV. As for the expectation value of S²: 0.763. As for the multiplicity: 2.

---

The molecule C4H6N2, computed with the ωB97M-V functional and the def2-TZVPD basis.

XYZ file:
```
12
Properties=species:S:1:pos:R:3:mulliken_charge:R:1
C -0.854 -1.044 0.761 -0.73
N -0.705 0.385 0.257 -0.17
C 0.440 1.166 0.511 -0.53
C 0.038 0.766 -0.895 0.07
C 1.023 -0.103 -1.552 0.12
N 1.693 -0.795 -2.199 -0.42
H -1.289 -1.640 -0.091 0.29
H 0.091 -1.552 0.950 0.31
H -1.386 -1.139 1.794 0.26
H 1.240 0.465 0.956 0.25
H 0.299 2.054 1.091 0.25
H -0.589 1.437 -1.583 0.30
```

Its total charge is 0. Its SMILES is CN1C[C@H]1C#N. Its LUMO energy is 0.922 eV. The value obtained for the HOMO-LUMO gap is 10.6574 eV. For the HOMO energy, the calculation gives -9.7 eV. As for the multiplicity: 1.

---

A cluster of 8 separate species, C20H58ClN4O11 in total, computed with the ωB97M-V functional and the def2-TZVPD basis.

XYZ file:
```
94
Properties=species:S:1:pos:R:3:mulliken_charge:R:1
Cl 0.345 -0.233 -0.098 1.64
O 0.329 -1.185 0.980 -0.65
O -0.584 -0.567 -1.101 -0.65
O -0.102 0.999 0.438 -0.67
O 1.709 -0.074 -0.541 -0.67
O 2.084 0.132 4.887 -0.65
H 2.793 0.775 4.908 0.30
H 1.872 0.040 3.958 0.34
C 2.394 -1.026 -7.452 -1.37
C 0.862 -1.089 -7.750 0.69
C 0.539 -1.662 -9.199 -0.83
O 0.845 -0.673 -10.168 -0.32
C -0.255 0.145 -10.502 -0.65
N 0.264 -1.980 -6.790 -0.65
H 2.669 -0.498 -6.539 0.37
H 2.946 -0.653 -8.315 0.29
H 2.796 -2.027 -7.295 0.36
H 0.291 -0.165 -7.662 0.19
H -0.472 -2.018 -9.398 0.39
H 1.134 -2.551 -9.411 0.32
H -0.544 0.489 -9.509 0.28
H -1.131 -0.366 -10.902 0.26
H 0.007 0.950 -11.188 0.24
H 0.310 -1.586 -5.861 0.25
H -0.697 -2.261 -6.921 0.19
C 0.865 -5.079 6.782 -1.43
C -0.387 -4.763 5.954 0.44
C -1.433 -5.955 6.086 -0.71
O -2.131 -6.053 7.322 -0.31
C -2.943 -7.168 7.428 -0.75
N -0.980 -3.569 6.452 -0.69
H 1.545 -5.828 6.376 0.36
H 0.673 -5.298 7.832 0.33
H 1.523 -4.218 6.901 0.37
H -0.071 -4.758 4.911 0.30
H -0.920 -6.902 5.915 0.36
H -2.093 -5.759 5.241 0.35
H -3.663 -7.295 6.620 0.30
H -3.520 -7.103 8.351 0.25
H -2.318 -8.059 7.498 0.30
H -1.589 -3.178 5.748 0.25
H -0.234 -2.899 6.327 0.26
C -4.304 1.224 3.910 -1.47
C -5.154 0.254 3.159 0.49
C -5.819 0.833 1.814 -0.74
O -6.636 -0.118 1.170 -0.34
C -7.169 0.377 -0.069 -0.74
N -4.504 -1.006 2.846 -0.69
H -3.816 0.790 4.782 0.34
H -4.873 2.125 4.137 0.40
H -3.569 1.732 3.286 0.35
H -6.047 -0.004 3.727 0.23
H -5.015 1.071 1.118 0.35
H -6.413 1.735 1.958 0.41
H -7.534 -0.560 -0.490 0.25
H -6.334 0.698 -0.693 0.34
H -7.936 1.149 -0.024 0.27
H -5.037 -1.457 2.116 0.29
H -3.637 -0.830 2.359 0.28
C 4.083 6.264 1.439 -1.38
C 5.335 5.721 0.833 0.67
C 6.761 6.335 1.236 -0.72
O 6.700 7.759 1.065 -0.27
C 7.829 8.498 1.423 -0.73
N 5.342 4.337 1.181 -0.72
H 4.216 6.501 2.494 0.30
H 3.223 5.610 1.299 0.39
H 3.788 7.187 0.938 0.31
H 5.179 5.799 -0.243 0.18
H 7.509 5.814 0.639 0.32
H 6.954 6.230 2.304 0.38
H 7.573 9.557 1.371 0.24
H 8.699 8.389 0.776 0.29
H 8.174 8.279 2.434 0.30
H 4.610 3.777 0.768 0.25
H 6.211 3.916 0.885 0.21
C -3.402 5.443 -0.874 -1.05
C -2.368 5.403 -2.037 -0.14
O -2.743 6.297 -3.112 -0.54
H -3.550 6.475 -0.557 0.30
H -3.111 4.775 -0.063 0.32
H -4.396 5.259 -1.284 0.29
H -2.282 4.388 -2.425 0.31
H -1.444 5.824 -1.640 0.21
H -2.313 6.017 -3.924 0.30
C 1.670 -7.141 -1.626 -1.02
C 1.682 -5.772 -2.357 -0.17
O 1.665 -5.950 -3.729 -0.52
H 1.225 -7.062 -0.634 0.34
H 2.623 -7.666 -1.684 0.26
H 0.906 -7.747 -2.114 0.28
H 2.587 -5.244 -2.057 0.23
H 0.832 -5.170 -2.036 0.30
H 1.303 -5.146 -4.107 0.30
```

Its total charge is -1. Its LUMO energy is 2.296 eV. The value obtained for the HOMO-LUMO gap is 8.3117 eV. For the HOMO energy, the calculation gives -6.0 eV. As for the multiplicity: 1.

---

Ordered F_max results: 4.6, 5.8, 8.4, 0.9, 3.3, 3.4; unit eV/Å.
Ordered relative energy (zero: lowest compared OMol25 entry of this formula, charge and spin) results: 362.4, 633.7, 262.3, 88.5, 262.5, 243.1; unit kJ/mol.